{
  "formula": "C5H7FN2",
  "method": "ωB97M-V with the def2-TZVPD basis set",
  "total_energy_ha": -403.9924,
  "multiplicity": 1,
  "e_above_lowest_kj_mol": 300.4,
  "homo_lumo_gap_ha": 0.382,
  "symbols": ["C", "C", "C", "C", "C", "N", "N", "F", "H", "H", "H", "H", "H", "H", "H"],
  "coordinates": [[-1.273, 1.362, -0.311], [-2.573, 0.960, -0.075], [-0.537, 0.360, 0.374], [2.082, -0.848, -0.025], [1.443, 0.367, 0.666], [-1.315, -0.579, 0.885], [-2.510, -0.235, 0.499], [1.790, 1.684, 0.259], [-0.779, 2.331, -0.762], [-3.465, 1.176, -0.526], [1.507, -1.711, 0.294], [2.151, -0.651, -1.086], [3.120, -0.925, 0.198], [1.521, 0.389, 1.696], [-3.426, -0.765, 0.674]]
}